Record 1
Density functional theory data (ωB97M-V/def2-TZVPD) for the molecule C15H17NO4.

The value obtained for the energy relative to the best compared isomer or geometry (same formula, charge and spin) is 8.361 eV. The total charge is 0. The calculation puts the HOMO energy at -8.8 eV. For the calculated total energy, the calculation gives -25504.4711 eV. Its SMILES is COCCCc1cc(C[C@H]2CO2)c2c(c1)C(=O)NC2=O. The calculation puts the gap between HOMO and LUMO at 8.7 eV.

XYZ file:
```
37
Properties=species:S:1:pos:R:3:forces:R:3
C 2.713 0.101 2.020 0.083 0.095 0.333
O 3.112 0.955 0.967 -0.286 -0.006 -0.174
C 2.957 0.313 -0.287 0.661 -0.535 -0.211
C 2.663 1.301 -1.409 -0.083 0.692 0.042
C 1.452 2.219 -1.162 0.155 -0.236 0.585
C 0.144 1.518 -0.836 0.434 0.714 -0.107
C -0.101 0.198 -1.152 0.649 -0.038 -0.392
C -1.281 -0.455 -0.822 -0.809 -0.671 -0.763
C -1.508 -1.913 -1.142 1.987 -0.239 1.281
C -0.440 -2.669 -0.268 -3.082 -1.752 -1.707
C -1.088 -3.677 0.832 1.466 0.956 0.972
O -0.306 -3.995 -0.505 1.856 1.719 0.368
C -2.226 0.275 -0.153 -0.972 0.468 0.037
C -2.006 1.630 0.138 -1.354 -0.139 0.052
C -0.845 2.258 -0.191 -0.078 0.576 0.137
C -3.289 2.122 0.825 0.877 0.390 -0.255
O -3.813 3.201 0.813 0.554 -1.085 0.182
N -3.792 0.900 1.468 -1.235 0.459 -0.087
C -3.612 -0.086 0.395 1.230 -0.488 -0.048
O -4.380 -0.949 0.083 0.515 0.713 0.299
H 2.959 0.588 2.967 -0.079 0.036 -0.182
H 3.245 -0.861 2.003 -0.086 0.109 -0.126
H 1.627 -0.078 1.981 0.153 -0.054 0.014
H 2.217 -0.491 -0.180 -0.100 0.260 -0.189
H 3.907 -0.190 -0.544 -0.197 0.010 0.091
H 3.546 1.950 -1.487 -0.163 -0.085 -0.045
H 2.588 0.803 -2.383 -0.006 -0.207 0.282
H 1.314 2.933 -1.983 0.012 -0.268 -0.018
H 1.693 2.832 -0.283 -0.044 -0.056 -0.172
H 0.695 -0.314 -1.687 -0.292 -0.226 0.005
H -1.246 -2.182 -2.169 -0.293 0.250 -0.047
H -2.468 -2.297 -0.813 -0.063 0.184 -0.429
H 0.449 -2.111 0.042 -0.114 -0.133 0.134
H -0.401 -3.162 1.596 0.716 -0.833 -0.423
H -0.769 -4.669 1.186 -1.757 -0.251 0.239
H -0.719 3.305 0.071 0.168 -0.085 -0.142
H -2.990 0.699 2.070 -0.423 -0.245 0.462
```
Positions in Å, forces in eV/Å.

Atomic partial charges in e from the natural (NBO) method, atoms 1 to 8: -0.25 -0.55 -0.06 -0.43 -0.43 0.03 -0.23 0.00

=====

Record 2
Density functional theory data (ωB97M-V/def2-TZVPD) for a cluster of 6 separate species, C24H31N5O2 in total.

The value obtained for the energy relative to the best compared isomer or geometry (same formula, charge and spin) is 3.854 eV. The total charge is 0. The calculation puts the HOMO energy at -8.2 eV. For the calculated total energy, the calculation gives -36934.5793 eV. Its SMILES is c1cc[nH]c1.c1cc[nH]c1.c1cc[nH]c1.c1cc[nH]c1.c1cc[nH]c1.O=C1CCCO1. The calculation puts the gap between HOMO and LUMO at 8.9 eV.

XYZ file:
```
62
Properties=species:S:1:pos:R:3:forces:R:3
C -0.520 -4.089 1.976 -2.009 0.593 0.487
C -1.003 -4.090 3.308 -0.670 0.651 0.619
C 0.003 -4.562 4.094 0.696 -0.794 -1.136
N 1.061 -4.902 3.257 -0.457 0.571 0.272
C 0.723 -4.558 1.977 2.626 -1.464 -1.081
H -1.199 -3.892 1.195 -0.072 0.397 -1.164
H -1.992 -3.723 3.641 0.827 -0.502 -0.241
H -0.003 -4.966 5.059 0.021 0.085 1.401
H 1.965 -5.250 3.535 -0.246 0.065 0.052
H 1.415 -4.824 1.148 -0.699 0.484 0.749
C -0.335 -0.627 -5.422 1.108 0.407 -1.176
C 0.520 -1.364 -4.550 0.033 0.179 -0.544
C -0.178 -1.551 -3.398 -0.677 0.579 -0.281
N -1.421 -0.949 -3.506 1.637 -0.266 -0.753
C -1.467 -0.353 -4.750 -0.497 -0.465 1.305
H -0.111 -0.269 -6.440 -0.105 -0.306 0.764
H 1.541 -1.649 -4.765 -0.210 -0.207 0.109
H 0.127 -2.021 -2.514 0.185 -0.595 1.066
H -2.046 -0.846 -2.731 -0.335 0.159 0.108
H -2.272 0.265 -5.001 -1.101 0.575 -0.457
C -1.435 -0.491 0.064 -0.566 -0.987 1.157
C -2.853 -0.326 -0.098 1.483 -0.221 -0.207
C -2.990 0.758 -0.907 -0.622 1.692 -0.056
N -1.766 1.330 -1.128 0.541 -0.045 -0.378
C -0.805 0.560 -0.526 0.278 -0.619 -0.952
H -0.964 -1.326 0.589 -0.089 0.436 -0.183
H -3.606 -0.902 0.376 -0.584 -0.417 0.010
H -3.879 1.294 -1.227 0.166 -0.241 0.057
H -1.560 2.177 -1.682 -0.507 -0.827 0.456
H 0.251 0.560 -0.793 -0.382 0.682 0.297
C -1.271 4.136 -2.611 0.520 -0.114 0.440
C -0.582 3.288 -3.539 -0.708 -1.098 -0.429
C 0.475 2.744 -2.856 1.218 -1.401 -0.475
N 0.453 3.185 -1.567 1.077 1.063 0.062
C -0.539 4.113 -1.418 -0.435 -0.937 -1.906
H -2.234 4.592 -2.784 0.219 0.317 0.059
H -0.939 2.840 -4.504 0.444 1.035 1.001
H 1.236 1.988 -3.197 -1.063 0.971 0.443
H 1.188 3.075 -0.859 -0.585 -0.064 -0.407
H -0.620 4.603 -0.499 -0.443 0.641 1.108
C 3.935 -0.034 1.697 -0.787 -2.058 -0.208
C 2.960 -1.152 1.805 0.796 1.916 0.146
C 2.345 -1.248 0.576 1.129 1.165 0.628
N 2.963 -0.328 -0.290 -0.083 -0.322 0.983
C 3.926 0.367 0.390 0.089 0.807 0.988
H 4.590 0.306 2.482 0.000 0.077 -0.064
H 2.698 -1.612 2.774 0.040 0.004 -1.019
H 1.432 -1.749 0.391 -0.423 -0.526 -0.746
H 2.695 -0.033 -1.203 -0.421 -0.402 -0.411
H 4.479 1.236 0.010 -0.404 -0.744 -0.315
O 1.267 2.886 1.251 -0.165 0.467 -0.494
C 0.424 2.434 1.973 -0.555 0.525 -0.444
C 0.683 1.516 3.099 1.464 -1.149 -0.644
C -0.665 1.049 3.560 -0.490 0.369 -1.360
C -1.686 1.916 2.703 0.556 -1.832 0.952
O -0.909 2.753 1.869 1.028 -0.009 -0.229
H 1.392 0.731 2.693 -0.996 0.598 0.438
H 1.326 2.077 3.774 -0.305 0.048 0.481
H -0.821 0.005 3.390 -0.011 -0.679 -0.373
H -0.825 1.185 4.585 -0.240 0.450 1.581
H -2.320 1.240 2.102 0.246 0.637 0.131
H -2.256 2.476 3.424 -0.484 0.643 -0.219
```
Positions in Å, forces in eV/Å.

Atomic partial charges in e from the natural (NBO) method, atoms 1 to 8: -0.32 -0.30 -0.08 -0.51 -0.06 0.22 0.22 0.21

=====

Record 3
Density functional theory data (ωB97M-V/def2-TZVPD) for a structure of composition C26H12Cl6IN2ORu.

The value obtained for the energy relative to the best compared isomer or geometry (same formula, charge and spin) is 1.963 eV. The total charge is +1. The calculation puts the HOMO energy (alpha / beta) at -10.8 / -10.8 eV. For the calculated total energy, the calculation gives -117994.4816 eV. The calculation puts the gap between HOMO and LUMO (alpha / beta) at 5.4 / 5.5 eV.

XYZ file:
```
49
Properties=species:S:1:pos:R:3:forces:R:3
Ru -0.171 -0.327 0.024 -1.256 1.682 0.046
Cl -3.100 6.297 0.151 0.024 -0.062 0.000
C -2.070 4.907 0.082 -0.014 0.045 0.024
C -0.715 5.063 0.126 0.076 -0.028 -0.028
C 0.140 3.942 0.076 0.252 0.124 0.075
I 2.201 4.159 0.201 -0.017 0.070 -0.010
C -0.371 2.675 -0.031 0.189 -0.107 0.107
O 0.382 1.585 -0.096 0.120 -0.014 -0.004
C -1.760 2.520 -0.067 -0.173 -0.146 -0.034
N -2.176 1.229 -0.152 0.306 -0.355 0.124
C -3.464 0.996 -0.173 -0.108 0.021 0.001
C -4.426 2.022 -0.111 0.032 -0.031 -0.018
C -4.020 3.324 -0.029 0.023 0.010 0.001
C -2.639 3.613 -0.007 -0.161 -0.005 -0.041
H -0.295 6.056 0.204 0.023 -0.015 -0.002
H -3.783 -0.035 -0.251 -0.009 0.033 0.059
H -5.474 1.761 -0.125 0.006 -0.009 -0.020
H -4.738 4.130 0.022 0.008 0.006 0.000
C 0.542 0.342 4.162 -0.083 -0.006 0.001
C -0.469 -0.391 4.765 0.001 -0.002 0.023
C -1.389 -1.065 3.981 0.053 0.061 0.090
C -1.288 -0.991 2.602 0.046 0.048 0.266
N -0.284 -0.285 2.034 0.216 -0.323 -0.279
C 0.611 0.364 2.785 0.100 0.171 -0.007
C -2.184 -1.600 1.632 -0.010 -0.006 0.044
C -3.336 -2.325 1.900 -0.099 -0.018 0.050
C -4.085 -2.832 0.845 0.035 -0.010 -0.025
C -3.705 -2.605 -0.476 0.030 0.070 0.044
C -2.562 -1.866 -0.744 -0.060 -0.087 0.132
C -1.801 -1.380 0.317 0.147 -0.616 -0.999
H 1.267 0.892 4.743 0.029 -0.023 -0.017
H -0.541 -0.435 5.844 0.000 -0.011 -0.007
H -2.176 -1.649 4.434 -0.034 0.021 -0.032
H 1.379 0.912 2.255 -0.026 -0.019 -0.017
H -3.661 -2.497 2.918 0.009 -0.023 -0.005
H -4.975 -3.411 1.054 -0.002 0.010 0.008
H -4.294 -3.009 -1.289 -0.014 -0.002 0.010
H -2.255 -1.678 -1.767 -0.002 -0.049 -0.017
Cl 2.438 -0.033 -0.240 0.105 -0.173 0.040
C 2.213 -1.755 -0.112 0.055 -0.125 -0.137
C 0.883 -2.147 -0.083 0.121 -0.106 0.562
C 0.685 -3.530 0.027 -0.019 -0.010 0.043
Cl -0.876 -4.263 0.097 0.025 0.026 0.042
C 1.773 -4.417 0.087 -0.069 0.032 -0.059
Cl 1.506 -6.106 0.199 0.023 -0.026 0.006
C 3.086 -3.950 0.064 0.023 -0.085 0.013
Cl 4.406 -5.031 0.169 -0.004 0.009 -0.017
C 3.314 -2.585 -0.041 0.091 0.051 -0.040
Cl 4.898 -1.938 -0.079 -0.007 0.004 -0.001
```
Positions in Å, forces in eV/Å.

Atomic partial charges in e from the natural (NBO) method, atoms 1 to 8: 1.04 0.04 -0.05 -0.22 -0.22 0.20 0.34 -0.70

=====

Please write out number 1 again, unchanged.
Density functional theory data (ωB97M-V/def2-TZVPD) for the molecule C15H17NO4.

The value obtained for the energy relative to the best compared isomer or geometry (same formula, charge and spin) is 8.361 eV. The total charge is 0. The calculation puts the HOMO energy at -8.8 eV. For the calculated total energy, the calculation gives -25504.4711 eV. Its SMILES is COCCCc1cc(C[C@H]2CO2)c2c(c1)C(=O)NC2=O. The calculation puts the gap between HOMO and LUMO at 8.7 eV.

XYZ file:
```
37
Properties=species:S:1:pos:R:3:forces:R:3
C 2.713 0.101 2.020 0.083 0.095 0.333
O 3.112 0.955 0.967 -0.286 -0.006 -0.174
C 2.957 0.313 -0.287 0.661 -0.535 -0.211
C 2.663 1.301 -1.409 -0.083 0.692 0.042
C 1.452 2.219 -1.162 0.155 -0.236 0.585
C 0.144 1.518 -0.836 0.434 0.714 -0.107
C -0.101 0.198 -1.152 0.649 -0.038 -0.392
C -1.281 -0.455 -0.822 -0.809 -0.671 -0.763
C -1.508 -1.913 -1.142 1.987 -0.239 1.281
C -0.440 -2.669 -0.268 -3.082 -1.752 -1.707
C -1.088 -3.677 0.832 1.466 0.956 0.972
O -0.306 -3.995 -0.505 1.856 1.719 0.368
C -2.226 0.275 -0.153 -0.972 0.468 0.037
C -2.006 1.630 0.138 -1.354 -0.139 0.052
C -0.845 2.258 -0.191 -0.078 0.576 0.137
C -3.289 2.122 0.825 0.877 0.390 -0.255
O -3.813 3.201 0.813 0.554 -1.085 0.182
N -3.792 0.900 1.468 -1.235 0.459 -0.087
C -3.612 -0.086 0.395 1.230 -0.488 -0.048
O -4.380 -0.949 0.083 0.515 0.713 0.299
H 2.959 0.588 2.967 -0.079 0.036 -0.182
H 3.245 -0.861 2.003 -0.086 0.109 -0.126
H 1.627 -0.078 1.981 0.153 -0.054 0.014
H 2.217 -0.491 -0.180 -0.100 0.260 -0.189
H 3.907 -0.190 -0.544 -0.197 0.010 0.091
H 3.546 1.950 -1.487 -0.163 -0.085 -0.045
H 2.588 0.803 -2.383 -0.006 -0.207 0.282
H 1.314 2.933 -1.983 0.012 -0.268 -0.018
H 1.693 2.832 -0.283 -0.044 -0.056 -0.172
H 0.695 -0.314 -1.687 -0.292 -0.226 0.005
H -1.246 -2.182 -2.169 -0.293 0.250 -0.047
H -2.468 -2.297 -0.813 -0.063 0.184 -0.429
H 0.449 -2.111 0.042 -0.114 -0.133 0.134
H -0.401 -3.162 1.596 0.716 -0.833 -0.423
H -0.769 -4.669 1.186 -1.757 -0.251 0.239
H -0.719 3.305 0.071 0.168 -0.085 -0.142
H -2.990 0.699 2.070 -0.423 -0.245 0.462
```
Positions in Å, forces in eV/Å.

Atomic partial charges in e from the natural (NBO) method, atoms 1 to 8: -0.25 -0.55 -0.06 -0.43 -0.43 0.03 -0.23 0.00